Entry 1:
C16H25CaN3OP2 as an isolated structure at a distorted geometry. Source: OMol25; level of theory: ωB97M-V/def2-TZVPD.

Calculated values
E_HOMO (spin up / spin down), eV: -10.55 / -8.94
E_LUMO (spin up / spin down), eV: -3.00 / -5.53
Energy, eV: -60524.646
Spin multiplicity: 2
⟨S²⟩: 0.788
Total charge: +1
ΔE to the lowest compared entry with this formula, charge and spin, eV: 0.718

Geometry (Å):
Ca  0.2473  0.0883  -0.5153
P  1.9617  2.0499  0.9327
P  0.5772  -2.0099  -2.5264
N  -1.2904  1.7468  0.2970
N  -1.9029  -0.2686  -1.3483
H  -3.3625  2.2844  0.2798
H  -3.9242  -0.0824  -0.6468
H  -2.9627  0.8304  1.2145
C  -2.6857  1.3995  0.2983
H  -3.3834  1.2172  -1.7269
C  -3.0445  0.5361  -0.9182
H  -1.5015  3.0194  1.9544
H  -3.1493  -1.2681  -2.7072
C  -0.8115  2.5880  1.2006
C  -2.1148  -1.1407  -2.3230
C  0.5126  3.0608  1.1968
C  -1.1609  -1.9493  -2.9661
H  0.6663  3.9518  1.8067
H  -1.5533  -2.5513  -3.7857
H  1.0954  -2.1231  -3.8624
H  0.6180  -3.4061  -2.2004
H  2.8713  3.1103  0.6226
H  2.3071  1.9498  2.3297
H  -1.1591  1.5279  -2.7363
C  -0.3448  2.2535  -2.8866
C  0.5555  1.8289  -4.0168
C  -0.9258  3.6259  -3.1181
O  0.4785  2.1789  -1.6808
H  0.0524  1.9990  -4.9874
H  1.4764  2.4281  -3.9751
H  0.8453  0.7753  -3.9314
H  -1.7453  3.8571  -2.4269
H  -0.1574  4.4129  -3.0314
H  -1.3401  3.6428  -4.1392
H  -0.0677  2.5355  -0.8935
N  0.4207  -1.3851  1.2595
C  0.8193  -2.0405  2.1507
C  1.4070  -2.8041  3.1876
C  2.8001  -2.7450  3.3851
C  3.3872  -3.5230  4.3733
C  2.6011  -4.3561  5.1745
C  1.2117  -4.4004  4.9978
C  0.6121  -3.6215  4.0011
H  3.4008  -2.0869  2.7518
H  4.4734  -3.4779  4.5162
H  3.0697  -4.9755  5.9443
H  0.5931  -5.0363  5.6261
H  -0.4733  -3.6464  3.8489

=====

Entry 2:
C16H25Cl2ErN as an isolated structure at a distorted geometry. Source: OMol25; level of theory: ωB97M-V/def2-TZVPD.

Calculated values
E_HOMO (spin up / spin down), eV: -1.29 / -1.31
E_LUMO (spin up / spin down), eV: 2.31 / 2.31
Energy, eV: -71151.728
Spin multiplicity: 4
⟨S²⟩: 3.754
Total charge: -1

Geometry (Å):
Er  -0.4176  -0.0830  -1.7043
Cl  -0.3592  2.4199  -1.3890
Cl  -1.1791  -2.3015  -0.8457
C  -1.9419  0.1928  -3.2319
H  -2.6958  -0.5445  -3.6090
H  -1.9946  1.0587  -3.9581
C  2.1407  -0.9317  0.3462
C  1.8314  -0.8387  -0.9183
H  1.6868  -1.7162  0.9909
C  2.2793  0.3166  -1.8174
H  1.3787  -1.7183  -1.4545
C  3.7518  0.7091  -1.5254
H  2.1670  0.0762  -2.8796
H  1.6947  1.2536  -1.6500
C  3.9589  0.8901  -0.0339
H  4.4674  -0.0078  -1.9443
H  3.9956  1.6588  -2.0115
C  3.2165  -0.0910  0.9402
H  5.0199  0.8710  0.2520
H  3.5557  1.8800  0.2133
H  3.9336  -0.7779  1.4251
H  2.7634  0.4940  1.7521
C  -4.2346  0.5274  0.3037
N  -4.3512  -0.4890  1.3848
C  -5.2975  -1.5785  1.0221
C  -3.0014  -1.0418  1.8278
C  -2.1222  0.1018  2.1999
C  -2.4244  0.7441  3.4375
C  -1.6925  1.8586  3.8333
C  -0.6365  2.2990  3.0372
C  -0.3220  1.6104  1.8281
C  -1.1190  0.5853  1.3899
H  -3.6496  0.1075  -0.5249
H  -3.7495  1.4238  0.6999
H  -5.2515  0.7611  -0.0274
H  -4.7244  -0.0123  2.2198
H  -4.8424  -2.1807  0.2298
H  -5.4770  -2.1891  1.9121
H  -6.2282  -1.1212  0.6756
H  -3.2286  -1.6960  2.6832
H  -2.5997  -1.6402  1.0025
H  -3.2362  0.3511  4.0675
H  -1.9492  2.3728  4.7650
H  -0.0399  3.1666  3.3386
H  0.5422  1.9452  1.2566

=====

Entry 3:
C16H25ClMnN4OSSi2 as an isolated structure at a distorted geometry. Source: OMol25; level of theory: ωB97M-V/def2-TZVPD.

Calculated values
E_HOMO (spin up / spin down), eV: -5.17 / -5.17
E_LUMO (spin up / spin down), eV: 2.32 / 2.34
Energy, eV: -95443.065
Spin multiplicity: 5
⟨S²⟩: 6.258
Total charge: -1
ΔE to the lowest compared entry with this formula, charge and spin, eV: 0.368

Geometry (Å):
Mn  0.5507  0.8859  -0.4363
C  -4.2839  -3.7715  0.0455
Si  -3.2808  -2.5995  1.1840
C  -4.4131  -2.1161  2.6556
C  -1.8148  -3.5642  1.9145
C  -2.9601  -1.0210  0.1754
C  -4.0376  -0.2682  -0.2652
C  -3.8499  0.8910  -1.0130
C  -2.5558  1.2906  -1.2840
N  -1.4944  0.6063  -0.8712
C  -1.6851  -0.5452  -0.1795
S  -0.2159  -1.3411  0.2239
H  -4.6216  -4.6447  0.5963
H  -3.6865  -4.1179  -0.7927
H  -5.1627  -3.2780  -0.3601
H  -4.7680  -3.0071  3.1656
H  -5.2858  -1.5547  2.3352
H  -3.8841  -1.5098  3.3852
H  -2.1670  -4.4606  2.4199
H  -1.2676  -2.9640  2.6339
H  -1.1107  -3.8612  1.1462
H  -5.0414  -0.5849  -0.0186
H  -4.6896  1.4734  -1.3658
H  -2.3523  2.1910  -1.8559
C  3.9597  1.9248  0.9792
Si  2.5106  0.6299  0.8231
C  2.2924  0.1223  2.6963
C  3.3497  -0.8977  -0.0811
H  4.7410  1.5200  1.6154
H  3.6059  2.8461  1.4302
H  4.4164  2.1674  0.0251
H  3.1710  -0.4021  3.0611
H  1.4312  -0.5251  2.8268
H  2.1466  1.0055  3.3094
H  4.4036  -0.7282  -0.2749
H  2.8675  -1.0818  -1.0399
H  3.2503  -1.8063  0.5031
Cl  0.9748  3.9544  1.3764
C  -0.0236  2.7847  0.4584
H  -0.4073  3.3973  -0.3764
H  -0.8781  2.6023  1.1327
N  2.7387  3.1707  -2.0323
C  2.5528  1.9501  -2.6229
O  1.5999  1.2275  -2.2122
C  3.3913  1.5968  -3.6988
C  4.4353  2.4283  -4.0925
N  5.3122  3.1161  -4.3958
C  3.2308  0.4224  -4.4351
N  3.1425  -0.5349  -5.0709
H  3.5935  3.6784  -2.1984
H  2.2691  3.3025  -1.1452

=====

Entry 4:
A 3-piece molecular cluster, C16H25F9O4P2 overall at a distorted geometry. Source: OMol25; level of theory: ωB97M-V/def2-TZVPD.

Calculated values
E_HOMO, eV: -7.17
E_LUMO, eV: 0.34
Energy, eV: -68219.444
Spin multiplicity: 1
SMILES: CCP(CC)#[PH]CCC(F)=C(F)F.CCOC(=O)C(F)(F)F.CCOC(=O)C(F)(F)F

Geometry (Å):
C  0.2517  -0.1089  -1.1486
C  -1.1763  -0.3182  -1.7483
P  -1.2306  -1.2321  -3.3341
C  -0.5585  -0.2228  -4.7216
C  0.7439  0.5849  -4.5038
P  -0.1824  -3.1115  -3.0641
C  0.6195  -3.4615  -4.6950
C  2.0364  -2.8789  -4.7334
C  2.8933  -3.5416  -3.6953
F  2.7671  -4.8852  -3.5517
C  3.7226  -2.8682  -2.8601
F  3.6016  -2.8131  -1.5443
F  4.7453  -2.1361  -3.2656
H  0.3098  -0.4489  -0.1189
H  1.0158  -0.6463  -1.7053
H  0.4789  0.9579  -1.1670
H  -1.7237  0.6213  -1.7912
H  -1.7283  -0.9419  -1.0452
H  -0.3763  -0.9409  -5.5241
H  -1.3678  0.4096  -5.0806
H  0.5263  1.6522  -4.5203
H  1.2597  0.3320  -3.5832
H  1.4431  0.3963  -5.3208
H  -1.2192  -4.0671  -3.0475
H  0.6557  -4.5404  -4.8354
H  0.0530  -3.0369  -5.5245
H  2.0354  -1.8039  -4.5654
H  2.4436  -3.0546  -5.7387
C  -6.2361  2.2379  1.5031
C  -5.0307  3.0430  1.9336
O  -3.9647  2.1808  2.3873
C  -3.1878  1.6738  1.4473
O  -3.2680  1.8493  0.2688
C  -2.0819  0.8201  2.0951
F  -2.5555  0.0470  3.0761
F  -1.1330  1.6067  2.6282
F  -1.5037  0.0318  1.1959
H  -6.5631  1.5810  2.3092
H  -7.0560  2.9035  1.2367
H  -6.0023  1.6138  0.6411
H  -5.2729  3.6741  2.7854
H  -4.6712  3.6883  1.1337
C  0.9821  -0.0855  4.5316
C  1.4504  1.3419  4.3493
O  2.3830  1.7071  5.3882
C  3.6416  1.3485  5.1929
O  4.0852  0.7594  4.2543
C  4.5095  1.8512  6.3641
F  3.9116  1.6436  7.5406
F  4.7286  3.1664  6.2355
F  5.6832  1.2314  6.3775
H  0.5635  -0.2232  5.5289
H  0.2219  -0.3331  3.7937
H  1.8114  -0.7839  4.4218
H  0.6187  2.0347  4.4461
H  1.8969  1.4954  3.3680